# 1
DFT (ωB97M-V with the def2-TZVPD basis set) results for 2 unconnected molecules or ions with the total composition C3H6N2O2.

XYZ file:
```
13
Properties=species:S:1:pos:R:3:forces:R:3
C 0.083780 0.349097 2.179411 -0.43 0.62 -1.13
C -0.284615 -1.444988 -1.563728 -4.57 -1.38 1.09
C -1.408031 1.856658 0.836891 1.17 -1.54 -1.97
N 0.882740 -0.746334 -1.460656 3.41 0.48 1.35
N -0.467676 0.857514 1.246848 -0.20 -0.33 0.87
O 0.721281 -0.226848 2.958073 0.44 -0.51 0.90
O 1.422476 -0.665567 -0.343867 -0.05 0.18 -1.31
H -0.361848 -2.403109 -0.923076 0.58 1.35 -0.90
H -1.032138 -0.717193 -1.074468 0.21 -1.24 -0.78
H -0.628121 -1.707607 -2.583701 0.57 0.51 0.51
H -0.853487 2.745526 0.684423 0.42 0.99 -0.80
H -1.859057 1.434985 -0.083508 0.14 0.87 0.30
H -2.160032 2.116635 1.490588 -1.68 -0.02 1.88
```
Forces are in eV/Å.

The HOMO energy (spin up / spin down) is -8.2982 / -10.2421 eV. Its LUMO energy (spin up / spin down) is 0.70 / -0.92 eV. The value obtained for the molar mass is 102.09 g mol⁻¹. As for the multiplicity: 3.

---

# 2
DFT (ωB97M-V with the def2-TZVPD basis set) results for a molecular structure, C26H40BBiClN2O4.

XYZ file:
```
75
Properties=species:S:1:pos:R:3:forces:R:3
Bi 0.080188 -0.312878 -0.456037 -3.49 -0.18 -0.04
Cl 2.314435 -0.472591 -1.560764 3.32 -0.20 -1.41
N 0.446966 2.038789 -0.825593 -1.43 1.24 -0.96
N 0.346183 -2.816975 -0.634357 -1.19 -1.05 -1.26
C -0.407882 2.723736 -1.560140 1.32 -1.93 0.97
C -0.232359 -3.407095 -1.656845 1.04 1.69 1.82
C 1.521913 2.967497 -0.386449 -0.40 -0.46 -0.23
C 0.851850 4.319113 -0.597899 -0.86 0.24 -0.23
C 2.721787 2.861040 -1.308633 0.31 -0.11 -0.23
C 1.924152 2.686532 1.048149 0.05 0.32 0.21
H 2.422353 3.078597 -2.342836 0.09 -0.11 0.17
H 3.152388 1.856795 -1.269075 -0.09 0.21 -0.10
H 3.467860 3.601636 -0.995339 0.00 -0.05 -0.07
H 1.048038 2.707116 1.706575 0.13 -0.04 -0.09
H 2.620191 3.471688 1.372283 -0.04 -0.19 0.09
H 2.426803 1.715712 1.140638 -0.15 0.19 -0.11
C 1.262472 -3.792629 0.026687 -0.26 0.57 -0.45
C 0.942861 -5.084271 -0.724925 -0.63 -0.30 -0.59
C 0.948623 -3.880107 1.509696 -0.17 -0.28 0.08
C 2.721753 -3.440159 -0.178216 0.38 0.05 -0.05
H 2.940804 -3.338293 -1.247472 0.02 0.15 0.27
H 3.330194 -4.259541 0.229044 -0.02 0.10 -0.02
H 2.990474 -2.513789 0.338115 -0.04 -0.11 -0.26
H -0.112295 -4.112516 1.650956 0.14 0.12 0.09
H 1.192847 -2.944221 2.025464 -0.09 -0.14 -0.14
H 1.546877 -4.688638 1.948785 -0.06 0.12 0.07
O 0.109945 -4.672904 -1.861769 0.44 -1.39 0.22
H 0.353287 -5.785934 -0.117708 0.08 0.11 -0.19
H 1.815646 -5.598187 -1.141960 -0.14 0.16 0.16
O -0.239527 4.033829 -1.554015 0.67 1.50 0.25
H 1.487287 5.083269 -1.059322 -0.09 -0.24 0.13
H 0.395356 4.713506 0.320375 -0.01 -0.05 -0.20
C -1.505746 2.117245 -2.360478 0.62 0.49 0.10
C -1.260949 -2.803361 -2.551858 0.36 -0.36 0.00
C -0.852727 -1.512212 -3.217215 0.42 -0.18 -1.42
H -2.144072 -2.620596 -1.911137 0.07 0.18 -0.05
H -1.537429 -3.560023 -3.294765 0.08 0.11 0.12
C -0.890403 -0.315991 -2.501505 -0.03 -0.13 2.73
C -1.006500 0.922534 -3.128673 0.34 0.29 -1.30
H 1.044584 -0.212168 2.007501 -0.57 0.39 0.95
C -0.633378 0.996769 -4.480050 -0.57 0.02 0.73
C -0.343509 -0.183777 -5.163501 0.30 0.04 -0.40
C -0.532281 2.326531 -5.165489 0.03 0.16 -0.35
C -0.483524 -1.443654 -4.569143 -0.66 -0.07 0.90
H -0.043197 -0.126431 -6.211162 0.01 -0.01 0.18
C -0.255157 -2.692185 -5.364184 0.04 -0.19 -0.29
H 0.147103 -2.438844 -6.348996 -0.02 -0.08 0.06
H -1.184711 -3.255037 -5.519080 0.10 0.03 0.00
H 0.457126 -3.359034 -4.863989 -0.10 0.07 -0.10
H -1.489770 2.861729 -5.174937 0.11 -0.04 -0.01
H -0.216622 2.183798 -6.203177 -0.03 0.10 0.06
H 0.204194 2.976763 -4.674667 -0.14 -0.09 -0.07
H -1.928176 2.887528 -3.015307 0.12 -0.08 0.10
H -2.288108 1.816937 -1.642819 -0.07 -0.30 0.08
C -0.555558 1.532687 5.965337 -0.18 0.35 0.15
C -0.708390 0.573432 4.803691 -0.70 0.09 0.30
C -1.050267 -0.821325 5.359202 -0.05 -0.19 -0.01
O 0.545026 0.495013 4.116778 -0.32 -0.40 -1.00
B 0.203648 0.190733 2.805236 0.00 -0.30 -0.58
O -1.157944 0.354052 2.497131 1.75 0.05 0.92
C -1.696135 1.026550 3.648053 0.08 0.32 0.63
C -3.139900 0.624408 3.856101 -0.16 -0.12 0.18
C -1.650448 2.541042 3.396329 -0.02 0.13 -0.16
H 0.262586 1.211091 6.618321 -0.07 -0.02 -0.17
H -1.469865 1.543252 6.568789 0.06 0.06 -0.09
H -0.355776 2.554165 5.629966 0.09 -0.18 0.06
H -0.143268 -1.282779 5.772818 -0.16 0.19 -0.14
H -1.783333 -0.760745 6.174320 0.07 0.07 -0.23
H -1.462102 -1.491059 4.592356 0.25 0.16 0.09
H -3.499642 1.064766 4.797315 -0.01 -0.14 -0.13
H -3.751989 1.024265 3.040593 0.12 -0.20 0.10
H -3.256672 -0.463805 3.894840 -0.04 0.27 -0.05
H -0.641539 2.908687 3.149501 -0.30 -0.22 0.14
H -2.320879 2.782847 2.557978 0.31 -0.15 0.16
H -2.015743 3.088075 4.272585 0.04 -0.06 -0.08
```
Forces are in eV/Å.

The total charge is -1. The HOMO energy (spin up / spin down) is -0.0324 / -0.0315 eV. Its LUMO energy (spin up / spin down) is 2.42 / 2.42 eV. The value obtained for the molar mass is 699.86 g mol⁻¹. As for the multiplicity: 1.

---

# 3
DFT (ωB97M-V with the def2-TZVPD basis set) results for C5H8N2 in the gas phase.

XYZ file:
```
15
Properties=species:S:1:pos:R:3:forces:R:3
C 1.911842 -0.539793 0.414620 0.01 0.00 0.02
C 0.508868 -0.528569 -0.136913 0.15 -0.02 -0.13
C -0.607610 -1.218128 0.547758 -0.10 -0.27 0.05
N -0.469016 0.231543 0.633070 -0.05 0.17 0.01
C -1.462672 1.015240 -0.097083 -0.15 0.03 -0.06
C -0.873199 1.809272 -1.186644 0.41 0.51 -0.74
N -0.418462 2.400797 -2.070003 -0.41 -0.54 0.87
H 1.879646 -0.550638 1.508593 0.00 -0.01 -0.16
H 2.459544 0.353581 0.097865 -0.08 -0.11 0.03
H 2.462078 -1.422585 0.071641 -0.09 0.12 0.02
H 0.430215 -0.457728 -1.224075 -0.02 -0.01 0.18
H -1.415741 -1.608542 -0.072444 0.13 0.07 0.11
H -0.436300 -1.765130 1.472129 0.00 0.10 -0.12
H -2.248073 0.390031 -0.547091 0.12 0.07 0.03
H -1.956568 1.701615 0.599498 0.07 -0.11 -0.11
```
Forces are in eV/Å.

The structure (SMILES) is C[C@H]1CN1CC#N. The HOMO energy is -9.7385 eV. Its LUMO energy is 0.94 eV. The value obtained for the molar mass is 96.13 g mol⁻¹. As for the multiplicity: 1.

---

# 4
DFT (ωB97M-V with the def2-TZVPD basis set) results for 9 unconnected molecules or ions with the total composition BF4H16O8.

XYZ file:
```
29
Properties=species:S:1:pos:R:3:forces:R:3
B 22.266000 -7.622000 -10.523000 -0.62 -0.68 1.70
F 22.748000 -7.135000 -11.708000 0.67 0.21 -0.39
F 22.755000 -6.910000 -9.372000 0.35 -0.44 -0.86
F 20.857000 -7.454000 -10.470000 -0.32 0.07 -0.22
F 22.521000 -8.985000 -10.339000 0.29 0.37 -0.39
O 18.535000 -7.009000 -11.762000 -0.27 -0.73 -0.49
H 19.156000 -7.002000 -11.039000 0.85 -0.36 0.46
H 18.052000 -6.208000 -11.650000 -0.87 0.65 -0.19
O 21.820000 -8.585000 -7.168000 1.51 -1.54 0.66
H 22.291000 -8.226000 -7.917000 0.22 0.17 -0.30
H 20.976000 -8.195000 -7.220000 -1.14 0.87 0.08
O 22.599000 -4.486000 -8.449000 -0.77 1.80 1.15
H 22.570000 -3.797000 -9.117000 -0.01 -0.07 -0.21
H 22.962000 -5.235000 -8.869000 0.66 -1.43 -0.88
O 20.216000 -10.564000 -10.889000 1.31 -0.07 0.60
H 20.871000 -9.860000 -11.042000 0.00 -0.39 0.44
H 19.511000 -10.312000 -11.445000 -1.40 0.35 -0.98
O 20.750000 -6.825000 -13.659000 0.10 0.18 -1.61
H 21.598000 -6.938000 -13.255000 0.76 -0.08 0.37
H 20.137000 -6.894000 -12.950000 -1.02 -0.13 0.94
O 22.294000 -4.328000 -11.731000 1.17 -0.23 -0.25
H 22.733000 -5.201000 -11.775000 -0.36 0.63 -0.01
H 21.437000 -4.527000 -11.372000 -0.74 -0.20 0.38
O 19.733000 -4.744000 -10.321000 -0.78 0.63 -1.55
H 19.013000 -4.847000 -10.975000 0.93 0.55 0.15
H 19.364000 -5.229000 -9.605000 -0.03 -0.57 1.59
O 20.267000 -6.460000 -7.709000 -1.21 0.54 1.30
H 20.819000 -6.102000 -8.385000 1.04 0.32 -0.84
H 19.710000 -7.119000 -8.102000 -0.33 -0.42 -0.67
```
Forces are in eV/Å.

The total charge is -1. The HOMO energy is -7.5346 eV. Its LUMO energy is 2.48 eV. The value obtained for the molar mass is 230.92 g mol⁻¹. As for the multiplicity: 1.

---

# 5
DFT (ωB97M-V with the def2-TZVPD basis set) results for 10 unconnected molecules or ions with the total composition H20O10.

XYZ file:
```
30
Properties=species:S:1:pos:R:3:forces:R:3
O -18.611650 7.382200 11.248810 0.04 0.03 0.73
H -19.176260 6.830180 10.707770 -0.53 -0.37 -0.70
H -19.102170 7.503200 12.061820 0.00 0.17 0.17
O -16.792120 7.961780 9.413730 0.66 0.22 -1.04
H -16.408580 8.670570 9.930210 0.00 0.09 0.20
H -17.531420 7.655160 9.938750 -0.20 0.01 0.44
O -22.692570 8.240370 9.755830 -0.34 0.29 0.33
H -21.967600 7.639610 9.583410 0.39 -0.50 -0.16
H -22.509720 9.001500 9.204950 -0.01 0.14 -0.17
O -19.035710 10.485440 9.050510 -0.14 0.60 0.07
H -18.212300 10.259810 8.617700 0.27 -0.29 -0.01
H -19.611630 9.741690 8.873300 -0.07 -0.37 0.02
O -20.110370 3.531610 7.873310 -0.70 0.16 0.85
H -20.007530 2.584680 7.778470 0.08 -0.84 -0.29
H -19.405420 3.903830 7.343470 0.86 0.62 -0.75
O -19.537020 8.254450 6.788060 -0.39 0.15 0.23
H -19.333100 9.146220 6.506300 -0.04 0.50 -0.19
H -18.695670 7.798400 6.768840 0.67 -0.54 -0.02
O -21.589520 6.487570 6.051150 -0.77 0.07 -0.08
H -20.903670 7.146040 6.161890 0.36 0.32 -0.08
H -21.115630 5.674550 5.876090 0.35 -0.42 -0.07
O -20.116390 6.554630 9.024800 -0.09 0.13 0.94
H -20.352280 5.724140 8.611430 -0.19 -0.55 -0.24
H -20.067600 7.178070 8.300120 0.10 0.36 -0.44
O -19.032740 2.911970 10.374710 0.34 -0.35 0.59
H -19.502450 3.194220 11.159530 -0.06 0.06 0.23
H -19.591780 3.187670 9.648280 -0.14 0.33 -0.58
O -22.789340 4.016610 7.514630 -0.95 -0.16 0.26
H -21.899370 3.810210 7.800240 0.46 0.01 -0.07
H -22.724690 4.090770 6.562500 0.05 0.14 -0.19
```
Forces are in eV/Å.

The total charge is -1. The HOMO energy (spin up / spin down) is -0.2134 / -7.5886 eV. Its LUMO energy (spin up / spin down) is 2.74 / 2.70 eV. The value obtained for the molar mass is 180.15 g mol⁻¹. As for the multiplicity: 2.

---

# 6
DFT (ωB97M-V with the def2-TZVPD basis set) results for a molecular structure, C9H13NO.

XYZ file:
```
24
Properties=species:S:1:pos:R:3:forces:R:3
C -1.558947 -1.355331 0.746320 -1.79 3.74 -2.69
C -1.292824 -0.139549 1.430149 0.25 -2.05 0.70
C -1.556872 1.160734 0.917080 -0.13 1.58 -1.32
C -1.976979 1.278150 -0.433339 -3.60 -1.29 -0.12
C -2.289865 -0.037650 -1.179945 0.55 3.37 0.55
C -2.144829 -1.246690 -0.588275 0.71 -2.51 0.57
C 1.999782 -1.841738 -0.188710 0.62 -1.00 4.17
C 2.478144 -0.390479 0.053951 2.24 1.67 -2.19
C 1.550362 1.914598 -0.226328 2.06 2.43 0.67
H -1.519116 -2.323476 1.124399 0.57 -1.23 1.16
H -0.871226 -0.374088 2.427903 -0.30 1.02 -0.46
H -1.428601 2.204262 1.458135 -0.14 -2.75 -0.64
H -2.672348 2.279385 -0.726639 2.76 -2.71 0.35
H -2.613109 -0.053304 -2.227802 -0.09 0.55 0.53
H -2.459425 -2.221375 -1.201884 0.84 2.25 1.55
H 0.918777 -2.001083 -0.291908 0.30 0.59 -0.08
H 2.278548 -2.473557 0.796629 -0.45 1.31 -2.13
H 2.503332 -2.326039 -0.978756 0.76 -0.20 -0.96
H 0.553684 0.149483 0.138330 -4.33 -1.81 0.25
H 2.515558 2.131587 -0.785417 -0.74 -0.83 1.17
H 0.863563 2.204847 -1.035486 -0.58 -0.09 0.99
H 1.636314 2.924892 0.746551 -0.70 -3.65 -2.69
N 1.421398 0.464910 0.074471 4.69 3.90 -0.12
O 3.664676 0.071519 -0.049427 -3.49 -2.29 0.75
```
Forces are in eV/Å.

The HOMO energy is -9.3595 eV. Its LUMO energy is 0.34 eV. The value obtained for the molar mass is 151.21 g mol⁻¹. As for the multiplicity: 1.

---

# 7
DFT (ωB97M-V with the def2-TZVPD basis set) results for 2 unconnected molecules or ions with the total composition C2H8S2.

XYZ file:
```
12
Properties=species:S:1:pos:R:3:forces:R:3
C -1.476538 0.576521 -0.776613 -3.28 -2.94 2.98
C -1.298788 0.092002 0.713679 0.47 -0.09 -1.81
H -2.029554 -0.214178 -1.318248 0.10 0.35 0.21
H -0.579902 0.598340 -1.182904 4.19 0.65 -2.15
H -2.024711 1.455986 -0.862677 -0.73 1.70 -0.14
H -0.639519 -0.784716 0.689451 -0.37 -0.01 0.15
H -0.789106 0.802832 1.334393 0.12 0.62 0.28
H -2.249511 -0.148810 1.134394 -0.56 -0.26 0.47
S 2.382967 0.045714 -1.025546 0.88 -1.27 0.46
S 2.408349 -0.129487 1.092790 -0.47 0.65 0.36
H 3.134077 -1.097167 -1.168207 -0.52 0.76 -0.24
H 3.162241 -1.197032 1.369484 0.17 -0.14 -0.57
```
Forces are in eV/Å.

The structure (SMILES) is CC.SS. The HOMO energy is -8.6665 eV. Its LUMO energy is 0.03 eV. The value obtained for the molar mass is 96.22 g mol⁻¹. As for the multiplicity: 1.

---

# 8
DFT (ωB97M-V with the def2-TZVPD basis set) results for a molecular structure, C3H6N2.

XYZ file:
```
11
Properties=species:S:1:pos:R:3:forces:R:3
C -0.037393 -0.361803 -1.010088 0.43 0.96 -0.51
C -1.009138 -0.207720 0.702213 0.44 1.75 2.08
C 0.857610 0.654442 -0.788570 0.80 -1.46 -0.99
N -0.631320 -1.168312 1.504757 -1.07 -0.48 0.12
N 1.718942 1.460711 -0.559878 -0.89 -0.51 0.87
H -0.508736 -0.863677 2.469754 1.05 0.26 -0.47
H 2.696532 1.355346 -0.810996 -0.24 0.28 -0.45
H -0.714410 -0.201108 -1.842401 0.04 0.13 -0.03
H 0.318029 -1.389879 -0.936890 -0.10 0.35 0.46
H -2.057942 -0.149189 0.394273 0.35 -0.38 -1.41
H -0.632175 0.871191 0.877825 -0.81 -0.89 0.32
```
Forces are in eV/Å.

The HOMO energy (spin up / spin down) is -7.2268 / -7.2283 eV. Its LUMO energy (spin up / spin down) is -0.02 / -0.02 eV. The value obtained for the molar mass is 70.09 g mol⁻¹. As for the multiplicity: 1.